Record 1
84
Properties=species:S:1:pos:R:3:mulliken_charge:R:1 method="wB97M-V/def2-TZVPD" homo_energy_ev=-16.8 e_tot_ev=-63874.2984 total_charge=+3 e_above_lowest_ev=1.882 lumo_ev=-10.865
H 0.68640 2.55240 -2.39650 0.249
O -2.43070 2.66310 -1.47510 -0.468
O -2.38500 -0.10330 0.73320 -0.376
C -2.11680 -2.42770 -1.14210 -0.363
H 3.52860 -1.02950 -1.55280 0.463
H 1.02070 -2.70310 -1.00350 0.163
C -1.30580 -2.23500 -3.71970 -0.907
H -0.01270 -4.91280 3.49570 0.421
C 4.98240 -0.02730 4.43310 0.258
C 3.85740 0.20870 3.42720 0.954
C -2.57530 -4.30860 -4.37370 -1.444
H 1.64460 2.55670 -0.89420 0.059
C 2.21530 1.01810 -2.31070 -0.681
H -3.32130 2.43490 4.07430 0.530
H -7.68840 4.11370 3.36480 0.417
C -1.41830 -2.77190 4.58030 -1.443
C -3.06750 -3.38660 2.74810 -1.370
H -4.41500 1.23590 0.10450 0.480
H -3.33390 -4.06240 -1.75660 0.434
C -5.16710 3.22920 3.32020 -0.953
H -1.69380 -1.72010 4.54340 0.221
O 1.70500 -0.04620 -1.44510 -0.101
C -0.90100 -2.60620 2.26650 0.007
C -2.16700 -3.29130 -3.38950 0.951
O -0.74420 1.28010 -1.00180 -0.577
H 2.70530 -3.23080 -0.98400 0.544
H -0.36060 3.51250 0.60160 0.418
C -5.78800 2.55170 1.09710 -1.059
O -1.83390 0.08130 3.04760 -0.373
H -1.69780 -4.85290 -4.72590 0.363
N -1.21530 -1.48000 -1.44980 -0.023
C 1.67470 2.39570 -1.97320 -0.971
C -4.63320 1.80050 0.99830 -0.190
N -0.41920 -1.86710 1.51120 -0.144
H -7.09170 5.12960 2.06750 0.317
H 1.98350 0.76570 -3.35250 0.525
C -1.58540 -3.43280 3.19330 1.775
C 2.46360 -1.24810 -1.71040 -0.684
N -0.95290 1.69840 1.45000 -0.424
H -6.47600 2.57550 0.26760 0.434
H -0.21770 -0.53930 -2.98670 0.466
Ta -0.36120 -0.02320 0.24720 2.067
H 2.15440 -2.10070 0.24520 0.186
H -3.01750 -3.84880 -5.25650 0.388
H -0.39540 -2.86810 4.93480 0.425
H -1.63270 -5.45460 3.92320 0.428
H -3.20850 -3.90410 1.80200 0.388
H -8.08300 3.72880 1.68100 0.396
O 4.71720 -0.62290 5.44870 -0.559
H -2.09760 3.42470 0.99950 0.457
H -0.98340 -2.10090 -4.73950 0.525
C 2.88200 0.59270 1.27360 -0.615
C -4.00980 2.47780 3.24470 -0.371
H 2.32940 -1.53150 -2.76110 0.425
H -1.16820 -5.34650 2.22730 0.405
H -3.67000 -3.89150 3.50040 0.490
H 6.95410 0.21140 4.75130 0.268
C -2.60740 -3.32620 -2.06190 -0.959
N 6.20950 0.38320 4.09000 -0.299
H 2.98760 0.88270 0.24100 0.417
H 4.94340 0.90780 1.68790 0.348
C 1.50420 -0.06240 2.97950 -0.444
H 2.42990 -0.37730 4.89670 0.593
C 3.99260 0.60610 2.09990 -0.938
H 0.50220 -0.26720 3.32850 0.669
H 3.30780 1.02200 -2.20580 0.465
H -5.38160 3.78840 4.21710 0.456
C -6.07450 3.28140 2.25570 0.934
C -7.30810 4.09720 2.34750 -1.495
H -3.41550 -2.35830 2.66160 0.183
H 2.33980 3.13710 -2.41550 0.529
N 1.65220 0.22740 1.67210 0.202
S -2.26840 0.84770 1.91460 1.611
H -2.46420 -2.44100 -0.11800 0.328
C 2.04370 -2.38510 -0.80150 -0.859
H -3.27900 -5.01950 -3.95180 0.375
H 6.42570 0.95220 3.29070 0.156
C -1.05830 -4.87770 3.20170 -1.710
C -3.75710 1.76670 2.07630 -0.167
C -1.23720 2.85600 0.63990 -0.645
H -2.07310 -3.27860 5.28560 0.482
C 2.56500 -0.09570 3.86150 -0.867
C -0.86800 -1.36720 -2.74500 -0.348
C -1.55110 2.29910 -0.76510 0.779

---

Record 2
82
Properties=species:S:1:pos:R:3:mulliken_charge:R:1 method="wB97M-V/def2-TZVPD" homo_energy_ev="-10.0 / -9.9" e_tot_ev=-145069.7605 total_charge=+1 e_above_lowest_ev=0.549 spin_multiplicity=2 s_squared=0.76 lumo_ev="-2.282 / -4.003"
C 1.10467 3.38860 1.16719 -1.176
H -5.21514 -2.86075 3.83669 0.436
N 0.97924 4.28240 0.02326 0.229
H 1.37728 6.35171 0.36859 0.328
N -2.41714 -1.95419 1.38049 0.884
H 0.25922 0.27544 -2.79407 -0.151
H 1.32136 -5.49873 2.70413 0.488
H 3.35906 -1.94605 -3.16876 0.284
H -1.50539 4.08881 -3.45036 0.374
H 1.31150 -1.20285 5.15066 0.508
H 3.23485 0.12445 -2.00531 0.671
C -1.55018 -4.21565 1.29688 -0.957
S 0.10366 -0.74247 2.60271 -0.493
H 2.72767 5.24617 0.59627 0.453
H 1.46522 -0.74068 -3.59083 0.324
H -3.18161 1.08239 1.99008 0.553
S -1.27094 -2.04363 -1.59942 -0.426
H 4.32496 0.22966 2.07022 0.461
H -5.03468 -0.55762 2.91110 0.539
As 1.74010 -1.15028 -0.51346 1.042
H -3.57238 -4.58798 3.09637 0.503
H -0.29839 6.47287 -2.86623 0.358
H -0.19904 2.90040 -3.35351 0.200
S 0.11672 -3.54331 1.02387 -0.279
C 3.48234 -2.65414 -2.34982 -1.298
C -3.17405 0.35522 1.17731 -1.416
C -3.59244 1.51805 -3.27630 -0.778
S -1.68954 0.70835 0.17025 0.114
C 0.75999 -3.42539 2.67701 0.098
H 0.12375 3.04864 1.49880 0.205
H 2.25433 -3.21710 6.20312 0.399
H -4.13424 2.35543 -3.69437 0.489
H 0.08194 6.46198 -1.15366 0.274
H 1.57092 1.01779 -3.70255 0.463
C -3.51794 -3.57336 2.72807 -1.000
C -4.33424 -1.33025 2.62484 -0.943
C -2.17236 -0.64915 -2.19758 0.897
H 3.50589 1.08637 0.77320 0.254
C 2.17314 0.24975 -1.78267 -0.304
H -3.83508 0.27280 -5.00838 0.410
C -2.52558 -3.21310 1.84032 0.462
H 2.03176 1.19988 -1.26959 -0.127
C 1.30850 -4.56663 3.25657 -0.736
C -3.04781 1.60546 -2.00821 -0.778
H 1.35827 -3.03285 -2.11802 0.421
C 0.39041 3.73363 -1.08744 0.338
H -2.58113 -1.62165 -4.06081 0.504
C 1.30386 -2.14710 4.62150 -0.752
H 1.70147 2.50330 0.93527 0.356
C -4.43350 -2.60976 3.13255 -0.509
C 0.75684 -2.19963 3.33543 1.027
C 1.83875 -4.49843 4.53154 -0.715
C 1.83263 -3.28140 5.20869 -0.612
H 2.57521 0.45976 2.13529 0.176
C 1.85015 5.44601 -0.01795 -1.383
H -1.50932 5.92190 -1.70150 0.302
C -2.71920 -0.71715 -3.48238 -0.705
H -1.87366 -4.52908 0.30084 0.474
N 0.05365 4.56880 -2.12010 0.110
H -4.03474 0.57143 0.54305 0.582
H 3.11588 -1.90405 1.43084 0.384
C 3.23670 -1.06918 0.73621 -0.782
C 3.41287 0.25290 1.47248 -1.085
H 4.12175 -1.27758 0.13217 0.499
O 0.18827 2.51810 -1.14216 -0.271
Ru -0.50329 -1.40189 0.48623 0.206
H 3.72413 -3.62219 -2.78978 0.430
C 2.21974 -2.77190 -1.50341 -0.471
H 1.57308 3.93428 1.98293 0.519
H 2.19409 5.63269 -1.03476 0.429
H 2.26351 -5.38042 4.99018 0.412
C -3.42209 0.34930 -4.01114 -0.714
C -2.35665 0.52491 -1.47039 0.158
C -3.30451 -1.03213 1.74100 0.757
H -3.14231 2.51614 -1.42881 0.433
C -0.42229 3.96140 -3.35407 -1.031
H 2.33376 -3.56211 -0.75939 0.428
H 4.34785 -2.34318 -1.76392 0.290
C -0.43893 5.92395 -1.93533 -0.968
H -1.47498 -5.09735 1.93081 0.567
C 1.31687 0.19025 -3.03946 -0.989
H 0.05698 4.44096 -4.20914 0.349

---

Record 3
85
Properties=species:S:1:pos:R:3:mulliken_charge:R:1 method="wB97M-V/def2-TZVPD" homo_energy_ev=-6.5 e_tot_ev=-82852.8040 total_charge=0 e_above_lowest_ev=0.922 lumo_ev=-0.047
H 14.70927 10.96692 12.41283 0.272
H 13.77171 9.95366 14.28111 -0.341
H 13.07863 11.93117 9.95387 0.205
H 7.50617 12.42790 16.94755 0.359
C 7.27978 10.41935 16.22117 -1.015
C 14.13849 11.76953 11.94221 -0.814
C 8.05677 11.42597 13.69280 0.216
H 7.03907 6.31178 14.19999 0.444
H 11.66471 7.26625 15.80480 0.455
C 7.83025 10.02332 13.85164 0.671
S 11.25406 6.98984 8.39608 0.500
H 12.28448 12.61803 14.55708 0.456
H 14.74845 12.67956 11.94462 0.394
C 10.19899 5.64852 7.80397 -1.074
C 14.52712 7.61242 10.67425 -0.451
H 15.40966 7.07539 10.32408 0.374
H 15.56445 9.53145 10.62786 0.468
C 9.23600 11.81519 5.91131 -0.849
C 8.20311 11.37002 8.43750 0.004
H 6.02675 10.79999 10.84088 0.393
C 11.66181 7.59899 14.79273 -1.019
C 13.06968 7.44197 14.26503 -1.016
C 6.43152 10.99587 9.87890 -0.129
C 7.41707 9.52230 15.12739 0.964
Cl 11.81942 11.87881 6.58265 -0.273
H 10.47407 4.77094 8.35117 0.371
H 13.66395 8.11503 14.86558 0.515
C 11.78873 10.02830 15.36737 -0.930
C 7.11231 8.15174 15.20176 -0.573
N 7.70922 11.05453 9.71446 -0.254
H 4.40988 11.01535 9.03968 0.344
H 8.13215 11.33569 11.67295 -0.133
H 6.88935 7.78064 16.20839 0.356
H 10.09282 8.57068 6.97701 0.549
N 13.46200 9.84917 10.45246 0.623
C 7.30626 11.52024 7.35504 0.530
H 10.46478 5.49784 6.77222 0.404
H 14.80174 9.01717 9.06700 0.251
H 11.06934 10.81636 15.38444 0.371
C 14.67413 9.04864 10.21553 -0.906
C 13.85306 11.29604 10.51215 -0.710
N 11.14491 8.93763 14.61342 0.356
C 7.16220 7.35462 14.09074 -0.683
C 13.06332 11.97173 14.14497 -1.518
H 9.16610 8.26384 8.54716 0.335
N 13.19885 7.88683 12.81016 0.416
Cl 6.83706 12.01279 4.69060 -0.304
H 12.52454 7.35841 12.28175 0.021
H 12.82826 9.71890 9.69385 -0.318
C 10.17579 8.40140 8.05056 0.034
H 8.28538 12.91053 12.26345 0.308
N 7.89522 9.20672 12.72734 -0.067
N 12.84582 11.93009 12.69301 0.099
H 13.62193 7.16815 10.31275 0.054
C 5.46512 11.19494 8.79188 -0.833
H 13.94426 12.57816 14.33848 0.399
C 7.89868 11.75915 6.09798 0.783
H 9.14453 5.81818 7.96083 0.294
O 11.16339 6.82909 9.91342 -0.590
C 14.52052 7.55578 12.18612 -0.949
C 7.53800 11.78038 16.05347 -0.678
H 11.02287 6.92620 14.21134 0.453
C 13.12082 10.62173 14.88304 0.448
H 7.73868 7.24671 12.07516 0.427
H 12.29610 12.71671 12.33663 0.330
H 9.66599 11.94643 4.91936 0.418
H 14.95443 6.58576 12.51730 0.431
H 10.17892 8.97969 14.85129 -0.218
H 10.58755 9.34569 8.42432 -0.754
O 10.48175 11.24390 9.23816 -0.499
C 7.56573 7.92760 12.88828 -0.455
H 11.97174 9.72534 16.38587 0.373
H 15.23648 8.30093 12.54852 0.337
H 5.20018 11.43611 6.66510 0.289
H 8.08566 13.29576 14.66004 0.405
H 13.57244 10.86550 15.80643 0.398
C 5.90896 11.41883 7.53579 -0.889
H 13.42147 6.38071 14.41234 0.463
H 6.92590 9.99966 17.14710 0.389
H 14.74524 11.39281 9.89894 0.404
C 9.69061 11.45980 8.30108 -0.992
C 10.11676 11.70097 6.96045 1.034
C 7.89534 12.25065 14.77779 -0.638
Rb 10.89863 9.94508 11.72432 0.755
N 8.42967 11.92830 12.48142 -0.070

---

Record 4
83
Properties=species:S:1:pos:R:3:mulliken_charge:R:1 method="wB97M-V/def2-TZVPD" homo_energy_ev="-16.3 / -16.3" e_tot_ev=-64576.4046 total_charge=+3 spin_multiplicity=6 s_squared=8.76 lumo_ev="-8.384 / -7.723"
H 0.42522 2.85111 -2.03141 0.625
H -0.59871 -4.24168 0.43942 0.564
H -4.92124 3.09816 1.49396 0.400
C 1.30888 1.35287 4.40077 -1.144
H 3.37279 -3.27300 -3.23068 0.494
C -2.97150 1.13446 1.88534 -1.030
C 2.76434 2.87455 -3.43109 -0.930
H 3.84629 -5.05305 -1.52428 0.483
H 2.92253 -4.91496 0.67002 0.486
H -5.24653 3.28394 -1.35306 0.404
H -1.78482 -1.67856 2.96107 0.427
H -3.34645 4.46076 -2.66189 0.471
C 4.91153 1.79297 -0.59565 -0.710
H -0.82920 0.15725 -2.10717 0.252
C -3.06768 -1.31605 -1.19399 0.065
H 5.77152 1.15862 -0.50647 0.380
H 1.78607 2.23368 4.69569 0.567
C -2.24236 -3.08230 0.08523 0.665
H 4.95992 2.53349 0.21910 0.332
C -0.75342 -2.05087 2.97370 -1.076
N 3.31012 2.37931 -2.17099 0.118
C -2.69633 3.64714 -2.44259 -1.028
N -3.22264 2.11596 0.82295 0.062
N -2.14866 -1.80572 -0.34663 0.399
H 1.69066 -2.24455 2.21093 0.436
H 1.96132 3.62776 -3.29802 0.285
N 1.41707 1.17122 -1.08534 0.365
N -3.18065 2.97868 -1.18277 0.148
H -2.91335 -0.26510 -1.37561 0.439
H -4.67842 -1.65136 -2.49065 0.542
H 1.29915 -3.95825 2.14659 0.299
H 0.02836 -1.62049 5.51720 0.500
C 2.65282 -4.14716 -0.05775 -1.010
C 1.75577 -3.13653 0.23074 0.768
C 2.09686 -2.16854 -1.82869 -0.089
Sm -0.12766 -0.40626 0.24619 0.944
H 1.84767 -1.35851 -2.49717 0.414
C -3.25110 -3.89371 -0.36929 -1.111
N -1.42777 1.40321 -0.50263 0.260
N -0.30354 -2.52698 1.60084 0.514
H -1.63064 -4.16356 1.88169 0.469
C 2.71450 1.57300 -1.23566 -0.285
C 1.00135 0.36969 5.29768 -0.548
H -1.92256 1.22710 2.10577 0.286
C 3.42982 0.32293 0.80972 -1.144
H -4.80557 -4.07930 -1.79025 0.487
N 0.44197 0.01405 2.63383 0.742
H -0.76981 -2.92725 3.64455 0.705
H -1.72946 4.06838 -2.33702 0.346
H 5.20976 3.25900 -2.12442 0.449
C 0.42577 -0.81991 4.85620 -1.081
H 0.80075 1.54137 -3.08294 0.392
H 3.61399 3.32220 -3.97323 0.402
C -4.04288 -2.07050 -1.76351 -1.267
C -4.08477 -3.43264 -1.36553 -0.404
N 3.67222 1.03170 -0.37833 0.269
C 0.46519 1.77285 -2.04363 -1.243
H -2.80044 2.99359 -3.32430 0.397
C 2.90882 -3.23101 -2.26669 -1.230
H 5.23473 1.61269 -2.79966 0.352
H -3.58985 1.40059 2.74426 0.411
H -1.61927 1.63879 -2.58057 1.083
H 4.21856 -0.34829 1.06975 0.383
C -2.52381 2.15815 -0.33391 0.129
H -3.37657 -4.89732 0.05283 0.505
H 2.57500 -0.35880 0.69913 0.216
C -4.48966 3.46373 -0.60384 -0.736
C 1.04482 1.12444 3.04711 -0.446
H 2.38077 2.04363 -4.08056 0.387
C 3.22282 -4.19482 -1.35071 -0.494
C 4.78745 2.28312 -1.99652 -0.648
H -4.44355 4.56048 -0.34037 0.366
C 0.10090 -0.95197 3.52414 0.547
H 1.29581 0.47462 6.38860 0.400
H 3.19343 0.95290 1.66397 0.441
H -3.21684 0.16005 1.53496 0.316
H -5.25250 1.70281 0.40947 0.301
C -1.20856 -3.58401 1.01431 -1.297
H 1.24409 1.87163 2.30333 0.838
C -0.92660 1.24332 -1.82096 -1.834
C -4.59674 2.54819 0.62047 -0.556
N 1.53567 -2.13250 -0.62268 0.500
C 1.09501 -3.00462 1.59759 -0.885

---

Record 5
79
Properties=species:S:1:pos:R:3:mulliken_charge:R:1 method="wB97M-V/def2-TZVPD" homo_energy_ev="-5.2 / -4.9" e_tot_ev=-58272.4967 total_charge=0 e_above_lowest_ev=6.787 lumo_ev="-0.672 / -0.638"
C -2.13785 -1.27515 -5.71899 -1.025
C -2.83380 1.83753 4.64374 -0.306
H 0.45841 -0.26001 -2.85703 -2.551
H -0.28148 -2.58595 0.55251 0.485
H -1.27795 -3.22362 -2.07071 0.388
H -4.67682 1.16679 7.44117 0.369
H -1.94398 -2.56374 -3.95795 1.487
H 1.93332 -1.10382 -3.02607 -0.347
C 0.03038 -2.07034 -4.72023 0.332
H 0.72044 -1.15356 0.64040 0.166
C 0.73163 -2.20399 0.33259 -1.224
C 2.98379 0.19309 6.20110 -0.510
H -3.83004 -0.09569 -5.03752 0.279
H 3.51279 -2.44734 -1.80218 0.380
Sr -1.68856 -0.83844 -2.50448 1.829
H 3.21179 -1.60960 4.99388 0.393
H 1.22979 -1.18849 3.61265 0.409
C -1.18809 1.68321 1.78748 -0.176
H 0.06321 3.74488 -1.71846 0.449
H 1.25694 1.00656 -5.27419 0.437
H 0.10815 -4.00982 -2.89784 0.413
H -0.85100 2.62058 -0.72515 0.341
N -0.60413 1.99007 3.04145 -0.143
C 1.09839 1.59069 5.59610 -0.075
C 2.70099 -3.18373 -1.70967 -1.519
O -1.60794 2.54552 0.99760 -0.833
H 2.46369 2.03749 7.18623 0.388
H 0.47805 2.47293 5.78566 0.436
H 2.10884 3.45109 -2.72908 0.320
H -0.77961 -0.29095 6.31920 0.430
N -1.23512 0.31232 1.60353 -0.341
C -1.97342 0.85359 -4.33721 -1.120
H 3.84853 -0.01433 6.82968 0.376
C 2.61731 3.11444 -1.81204 -1.276
C -3.83628 1.14322 6.74315 -0.395
C 1.28148 -0.74240 -2.23248 2.424
H 2.66108 -0.02413 -0.67201 0.378
C -0.20417 -3.52210 -1.96706 -1.533
C -1.73993 1.00197 4.88795 -0.875
H -0.29835 2.10919 -2.30960 -0.127
H -4.76723 2.49337 5.30160 0.385
C 2.64899 -0.70120 5.18771 -0.703
H 2.91670 3.96588 -1.18961 0.378
H 2.60513 -3.73715 -2.64861 0.442
C 0.75873 0.66991 4.59529 -0.509
C -0.03048 2.68526 -1.44419 -0.191
C 0.93702 -1.07173 -5.32557 -0.962
H -0.22852 -4.29257 -1.18009 0.489
H 1.84918 -1.05788 -4.71306 0.334
C -0.58487 0.86382 3.89078 3.286
C 2.21088 1.34005 6.39648 -0.790
H -1.54982 -1.12955 -6.63180 0.327
H -2.50508 1.52706 -3.65730 0.402
P 1.54239 2.06509 -0.75433 0.378
P 1.10784 -2.36140 -1.40387 1.782
C 2.13032 0.37648 -1.56242 -1.633
C -3.90049 1.87977 5.55374 -0.720
H 1.31148 -1.29217 -6.34363 0.368
H -2.82815 0.69717 -6.25147 0.344
C -2.70086 0.38394 7.01879 -0.837
C -0.59207 0.81718 -4.34216 -0.116
O -0.88625 -1.44671 3.08338 -0.763
C -2.78001 0.08949 -5.33310 -0.540
H -2.62914 -0.16673 7.95436 0.382
H -2.84522 2.44744 3.73700 0.384
H 0.44028 -3.08497 -4.72409 0.662
C 1.53880 -0.46594 4.37345 -0.309
H 1.48140 -2.79461 0.88810 0.426
H 2.92934 -3.89138 -0.89905 0.481
H 0.00007 2.80562 3.06186 0.292
H 3.50310 2.52568 -2.06211 0.410
C -1.32652 -1.89210 -4.60550 -2.640
H -0.04803 1.60383 -3.81986 0.568
C 0.36087 0.37079 -5.40680 -1.480
H -2.92312 -1.98505 -6.05382 0.446
H 0.01542 0.57086 -6.43149 0.408
H 2.93126 0.65998 -2.27406 0.519
C -0.94412 -0.24573 2.80455 -0.030
C -1.65970 0.31027 6.09482 -0.202